C22H66O22 | the ωB97M-V functional and the def2-TZVPD basis

The HOMO energy comes out at -0.3529 hartree. The LUMO energy comes out at 0.221 eV. For the largest force on an atom, the calculation gives 3.8 eV/Å. For the HOMO-LUMO gap, the calculation gives 9.8 eV. Its total energy is -2532.8524 Ha. The relative energy (zero: lowest compared OMol25 entry of this formula, charge and spin) comes out at 59.6 kcal per mole.

The geometry in XYZ format:
```
110
Properties=species:S:1:pos:R:3:forces:R:3:mulliken_charge:R:1
C 1.28351 0.73422 4.63256 0.29 -0.19 0.85 -0.02
C 0.95475 -0.72931 4.29240 -1.54 1.14 0.38 0.08
O 1.72683 -1.17499 3.23179 1.54 -0.77 -0.48 -0.60
O 2.51503 0.90852 5.34473 -0.57 -0.31 -0.24 -0.56
H 0.51999 1.15790 5.28497 -0.17 -0.29 0.07 0.44
H 1.28100 1.39319 3.76432 -0.06 -0.32 -0.49 -0.21
H -0.06604 -0.80685 3.91814 -0.63 0.56 0.33 -0.12
H 0.97855 -1.42552 5.13076 0.50 0.32 0.41 0.50
H 1.60386 -2.12701 3.21993 0.34 -0.13 -0.44 0.26
H 3.22263 0.79361 4.70621 0.41 -0.01 -0.16 0.31
C -0.04520 -0.56194 0.66395 1.25 0.69 -0.89 -0.46
C -0.36650 -0.38291 -0.89099 -0.82 0.26 1.90 -0.41
O 0.33529 -1.22191 -1.75624 -0.68 -0.52 0.31 0.00
O 1.12180 0.20738 1.00011 -0.13 0.92 -0.94 -0.34
H 0.23390 -1.57821 0.94215 -0.53 -0.46 -0.57 0.49
H -0.86177 -0.25209 1.31610 -0.41 0.14 -0.28 0.34
H -0.28800 0.63721 -1.26688 0.49 0.38 0.75 0.02
H -1.44590 -0.51850 -0.95890 -0.13 -0.71 -0.27 0.25
H 1.20699 -0.82536 -1.82329 0.97 -0.13 -0.40 0.27
H 1.49503 -0.08906 1.83343 -0.08 -0.56 0.26 -0.06
C 4.45735 0.17416 -4.06247 0.64 0.77 0.69 -0.73
C 3.05007 -0.06516 -3.65558 -0.27 -1.94 -2.01 0.15
O 2.84942 -0.21926 -2.31494 -0.15 0.41 1.58 -0.49
O 4.83752 1.39017 -3.39276 0.56 -0.04 -0.32 -0.49
H 4.59788 0.29729 -5.13634 -0.32 -0.19 -0.13 0.45
H 5.07306 -0.66767 -3.74572 0.28 0.20 0.25 0.27
H 2.82976 -1.08174 -3.98135 -0.55 0.10 -1.06 0.23
H 2.43653 0.69376 -4.14109 -0.50 0.00 0.12 0.09
H 2.83743 0.65566 -1.92002 0.22 0.64 0.72 0.38
H 4.93289 2.05149 -4.08207 0.12 0.16 0.18 0.29
C -3.60869 -4.16540 -0.51101 2.27 -0.16 0.35 -0.02
C -2.67905 -3.40389 0.50503 -0.66 -0.38 -0.61 0.33
O -3.39521 -2.69183 1.46107 -1.28 1.42 1.01 -0.48
O -4.14654 -5.36883 0.04417 -0.21 0.60 -0.14 -0.57
H -2.96627 -4.49043 -1.32939 0.28 -0.24 0.18 -0.18
H -4.25124 -3.49231 -1.07862 -0.72 -0.02 0.74 0.29
H -2.10914 -2.61839 0.00876 0.14 -0.30 -0.44 -0.35
H -2.00236 -4.01365 1.10369 0.28 -0.77 -0.82 0.28
H -3.89680 -3.25956 2.05073 0.13 -0.25 0.05 0.22
H -4.92933 -5.18125 0.56729 -0.10 0.14 -0.03 0.33
C -2.20892 3.83784 2.57598 0.72 -0.18 -0.32 -0.56
C -1.65767 3.07364 1.32227 -0.83 0.11 0.55 0.31
O -1.39386 3.94017 0.24299 0.40 0.73 0.17 -0.57
O -1.15598 4.16703 3.51082 0.02 -0.67 -0.25 -0.53
H -2.93882 3.19420 3.06698 0.20 0.08 0.24 0.28
H -2.64512 4.82192 2.40446 -0.55 -0.34 -0.94 0.29
H -2.35016 2.30956 0.96912 -0.46 -0.02 0.30 0.27
H -0.77612 2.51202 1.63139 0.37 0.10 0.19 -0.04
H -1.37199 3.42522 -0.56692 -0.07 -0.17 -0.28 0.25
H -0.51915 4.61362 2.94813 0.20 0.24 0.19 0.28
C -0.65976 -5.09825 -4.28247 1.84 -0.80 0.85 -0.74
C -0.03850 -3.86609 -3.63809 -0.79 0.71 -0.12 0.56
O -0.06320 -4.03138 -2.23860 -0.04 -0.86 0.34 -0.63
O -2.03108 -5.18556 -4.18558 -2.06 0.77 -0.71 -0.63
H -0.36229 -5.98590 -3.72418 1.17 -0.02 -0.05 0.36
H -0.33092 -5.23765 -5.31229 -0.31 0.24 -0.10 0.34
H -0.63052 -2.98467 -3.88450 -0.33 0.06 -0.29 -0.33
H 0.94652 -3.59444 -4.01762 0.42 -0.59 -0.02 0.31
H -0.11573 -3.17790 -1.80225 0.24 0.46 -0.16 0.38
H -2.28582 -5.34476 -3.27379 0.12 -0.07 0.17 0.32
C 6.43997 2.23988 4.13876 0.04 -0.72 -0.18 -0.83
C 5.15227 2.54607 3.37962 -0.37 -0.35 0.50 0.08
O 4.44717 1.37935 2.89473 1.10 0.33 0.34 -0.50
O 6.28748 1.52814 5.36160 -0.44 0.39 0.02 -0.52
H 6.92744 3.19985 4.30883 -0.04 0.00 0.34 0.33
H 7.15152 1.61143 3.60317 -0.09 0.39 -0.94 0.36
H 5.42156 3.25829 2.59966 0.03 -0.19 -0.45 0.35
H 4.46558 3.07514 4.04040 0.09 0.14 0.30 0.25
H 3.59182 1.68103 2.58012 -0.29 0.17 -0.04 0.10
H 6.23173 0.61181 5.08085 -0.15 -0.17 0.35 0.31
C -3.00369 -0.90890 -3.84337 0.94 0.44 -0.51 0.29
C -4.09392 -1.95460 -3.91008 1.33 -0.39 -1.09 -0.88
O -3.66916 -3.20591 -3.40319 -0.73 0.57 0.86 -0.40
O -2.00743 -1.01062 -4.93313 -1.36 -0.59 1.20 -0.64
H -2.51460 -1.01938 -2.87554 0.27 0.04 0.08 -0.01
H -3.47589 0.07302 -3.87426 0.00 0.23 -0.17 0.44
H -4.28237 -2.11355 -4.97183 -0.72 0.35 -0.16 0.36
H -4.95645 -1.56899 -3.36652 -0.08 -0.40 0.01 0.36
H -2.99597 -3.58246 -3.97471 0.26 -0.26 -0.39 0.31
H -1.59168 -0.15153 -5.03663 -0.16 0.20 -0.01 0.23
C 2.94407 3.70056 1.02055 0.04 1.60 -2.17 -0.55
C 2.40027 3.40488 -0.46694 1.14 -1.44 1.91 -0.37
O 2.47212 1.99851 -0.74082 0.00 0.51 -0.20 -0.43
O 2.16050 3.25573 2.08016 -0.52 -1.04 0.44 -0.14
H 3.03392 4.78634 1.05391 -0.03 0.29 0.05 0.55
H 3.96544 3.35754 1.18563 -0.11 -0.47 -0.52 0.02
H 3.08933 3.81030 -1.20784 -0.20 0.65 0.21 0.44
H 1.37121 3.75113 -0.56308 -0.01 0.26 -0.02 0.12
H 2.29082 1.51088 0.06599 -0.62 -0.47 0.28 0.07
H 1.65700 3.95275 2.50707 0.08 0.02 -0.21 0.09
C -1.02383 2.84397 -4.80680 -0.48 1.83 0.56 -0.94
C -0.58781 2.40374 -3.41546 -0.40 -1.48 -0.93 0.34
O -1.60824 2.36853 -2.40192 0.49 1.15 -0.41 -0.43
O -1.99624 2.00499 -5.41346 0.48 -0.17 0.37 -0.48
H -0.17228 3.10745 -5.43412 0.47 -1.03 -0.23 0.38
H -1.43236 3.85122 -4.72529 -0.52 0.20 0.41 0.45
H 0.28862 3.00146 -3.16506 -0.29 0.00 0.62 0.25
H -0.31369 1.35235 -3.50231 0.78 -0.14 -0.15 -0.06
H -2.37608 1.98563 -2.83252 -0.28 -0.12 0.05 0.26
H -2.58714 2.57702 -5.90866 -0.10 -0.21 -0.10 0.29
C -3.76873 -0.59773 4.74410 0.04 -1.58 0.49 -0.38
C -3.05468 -1.85808 5.27252 0.29 2.96 2.35 -0.39
O -3.35017 -3.01723 4.64832 -0.79 -2.05 -1.88 -0.47
O -3.33690 -0.33565 3.45692 0.25 0.72 -0.93 -0.38
H -3.55537 0.26832 5.37062 0.11 -0.10 0.15 0.35
H -4.83506 -0.81648 4.80054 -0.41 0.21 -0.19 0.30
H -3.33660 -1.92236 6.32346 0.22 0.06 0.34 0.47
H -1.99371 -1.61551 5.21251 0.38 -0.23 0.05 0.07
H -3.54117 -3.72530 5.26780 0.04 0.19 -0.02 0.30
H -3.06279 -1.16311 3.05471 -0.16 -0.23 -0.54 0.20
```
Positions in Å, forces in eV/Å.


C19H21N4O2 | the ωB97M-V functional and the def2-TZVPD basis

The HOMO energy comes out at -0.3841 hartree. The LUMO energy comes out at -4.142 eV. For the largest force on an atom, the calculation gives 19.6 eV/Å. For the HOMO-LUMO gap, the calculation gives 6.3 eV. Its total energy is -1105.2793 Ha. As for the net charge: +1. The relative energy (zero: lowest compared OMol25 entry of this formula, charge and spin) comes out at 415.8 kcal per mole.

The geometry in XYZ format:
```
46
Properties=species:S:1:pos:R:3:forces:R:3:mulliken_charge:R:1
O 2.31989 1.80732 -6.23862 0.02 2.65 2.41 -0.51
C 1.67848 1.88308 -4.90673 9.40 9.49 -7.74 0.40
C 1.82799 2.87203 -4.03777 5.92 6.13 -5.20 -0.39
C 1.31332 2.97049 -2.84830 3.61 7.18 2.46 -0.98
C 0.48432 2.12698 -2.44024 0.18 -9.02 -10.34 -1.50
C 0.35731 0.91179 -3.46423 -1.20 0.86 1.92 0.90
C 1.08089 0.87979 -4.74138 -12.67 -13.14 7.04 -0.16
H 0.59239 0.17919 -5.41797 1.24 -0.05 -0.37 0.27
N -0.67575 -0.12426 -3.20872 1.81 -1.55 -1.52 -0.24
C -1.01798 -0.66710 -1.93774 -3.86 -3.61 -5.97 -0.02
N -1.98319 -1.82278 -2.18797 4.11 5.20 0.15 -0.57
C -2.43725 -2.19472 -1.04207 7.80 7.78 4.98 -0.15
C -3.18198 -3.15203 -0.86085 -9.35 -14.57 -2.43 0.11
C -3.72437 -3.97833 0.16915 2.59 6.32 1.76 -0.56
C -3.35354 -3.29854 1.45895 -0.03 -3.61 -2.38 -1.09
C -2.28453 -2.39750 1.47372 -1.89 -1.00 3.35 -0.17
C -1.77327 -1.70094 0.45617 -3.15 -2.66 -6.45 1.59
C -0.91383 -0.68847 0.25515 -4.26 -7.50 10.67 -0.74
N -0.72703 -0.20662 -0.76583 4.67 7.45 -11.95 -0.08
N -0.41773 -0.17653 1.45690 -5.63 8.68 -1.83 -0.17
H -1.30333 0.26527 2.09811 2.71 -1.37 -2.30 0.58
C 0.56043 0.90820 1.18481 -4.38 3.27 2.86 -0.50
H -0.04433 1.89511 1.29124 0.91 -1.30 -1.64 0.21
H 1.08034 0.75360 0.28537 0.78 -0.14 -0.77 0.76
C 1.22493 0.99227 2.45531 10.20 -1.32 2.17 -0.26
C 1.03888 1.53214 3.88635 2.86 5.49 -2.77 -0.75
H 1.44813 2.73544 3.94284 -1.50 -3.48 -0.13 0.28
C 1.72539 0.65080 4.80439 6.75 1.31 -2.98 -0.88
H 1.53162 0.70401 5.74840 -2.26 0.20 5.62 0.65
H 2.95164 1.08147 4.95715 -3.23 -1.24 -0.99 0.23
C 1.75984 -0.68792 4.16553 2.12 1.36 0.71 -0.42
H 2.75688 -1.05841 4.33195 0.13 -0.89 0.27 0.31
H 1.04507 -1.33311 4.58951 -1.40 -1.15 -0.15 0.30
O 1.73818 -0.36600 2.82322 -2.06 -2.41 -2.49 -0.51
H 0.06089 1.50005 3.97490 -5.17 0.46 1.44 0.50
H 2.35052 1.16979 2.12488 -2.17 1.77 0.48 0.27
H 0.00957 -0.66282 2.07672 3.88 -5.84 4.76 0.53
H -1.93198 -2.19360 2.47247 0.21 0.15 0.46 0.36
H -3.67500 -3.90033 2.30600 0.24 0.90 0.55 0.35
H -4.37071 -4.82494 -0.01482 0.19 0.09 0.23 0.42
H -3.37677 -3.79197 -1.85120 0.23 1.90 1.43 0.19
H -0.77058 -0.89662 -4.14383 0.04 2.91 4.20 0.37
H 0.04179 1.97523 -1.67705 -5.60 -1.18 9.87 1.50
H 1.61939 3.84975 -2.21765 -0.49 -0.81 -0.66 0.30
H 2.53166 3.82964 -4.53213 -1.98 -2.79 1.84 -0.02
H 2.83339 2.65013 -6.25410 -0.30 -0.92 -0.59 0.28
```
Positions in Å, forces in eV/Å.


CH4NP3S | the ωB97M-V functional and the def2-TZVPD basis

The HOMO energy comes out at -0.3129 hartree. The LUMO energy comes out at -1.183 eV. For the largest force on an atom, the calculation gives 3.6 eV/Å. For the HOMO-LUMO gap, the calculation gives 7.3 eV. Its total energy is -1517.4751 Ha. The relative energy (zero: lowest compared OMol25 entry of this formula, charge and spin) comes out at 20.9 kcal per mole.

The geometry in XYZ format:
```
10
Properties=species:S:1:pos:R:3:forces:R:3:mulliken_charge:R:1
C -1.20608 0.66276 0.12787 -0.61 0.32 1.35 -0.88
N 1.69274 -0.87627 -0.85099 0.44 2.16 -0.39 -0.09
P 0.62205 -1.91025 -0.45473 -0.26 -0.25 0.45 0.11
P 2.29132 0.74209 -0.89012 0.24 -1.87 2.07 0.19
P -0.97734 -0.97263 0.87009 2.88 0.75 1.40 0.00
S 3.19785 0.94753 0.86520 -0.77 0.06 -1.69 -0.29
H -1.05332 0.76182 -0.92059 -0.14 0.00 -0.82 0.34
H -0.54177 1.31993 0.65718 0.41 0.51 0.12 0.27
H -2.21588 0.93698 0.48050 0.26 0.18 -0.63 0.32
H -1.80957 -1.61195 0.11558 -2.46 -1.87 -1.87 0.02
```
Positions in Å, forces in eV/Å.


What is the HOMO in the third record?
-0.3129 hartree


Which of these has the lowest relative energy (zero: lowest compared OMol25 entry of this formula, charge and spin)?
CH4NP3S


The lowest HOMO belongs to which entry?
C19H21N4O2


What is the HOMO in the third record?
-0.3129 hartree